[1]
Molecular formula: C14H14BF9MnN6O
Method: DFT, ωB97M-V with the def2-TZVPD basis set

Element x y z (Å)
C: -0.18315 -0.30897 -2.22312
N: 0.42618 0.80009 -1.73037
N: 0.20053 1.84682 -2.62760
C: -0.50926 1.37851 -3.67255
C: -0.76481 0.02215 -3.45933
B: 0.68851 3.27314 -2.25103
N: -0.04708 3.58668 -0.91964
N: 0.13108 2.70980 0.14226
C: -0.68583 3.10801 1.14311
C: -1.36241 4.26427 0.73272
C: -0.92860 4.53849 -0.56284
Mn: 1.30792 1.16764 -0.10213
N: 2.17172 3.11748 -1.83599
N: 2.49932 2.11888 -0.90595
C: 3.85081 2.18835 -0.70494
C: 4.36179 3.22936 -1.47243
C: 3.28213 3.78167 -2.16323
H: 4.31063 1.47184 -0.05399
H: 3.19459 4.59732 -2.86356
H: 5.38974 3.53879 -1.51745
H: 0.52067 4.08325 -3.10920
H: -1.13644 5.34621 -1.26073
H: -0.74390 2.05802 -4.47320
H: -2.05852 4.84768 1.31426
H: -1.28913 -0.65615 -4.10823
H: -0.71493 2.52567 2.05113
H: -0.14839 -1.22301 -1.64729
H: 2.41829 -1.51559 4.32882
C: 1.70677 -2.06665 3.70800
H: 0.63386 -2.02621 3.92944
H: -2.45921 -1.84399 1.76082
H: 2.05007 -2.61756 2.83224
F: -2.06873 -3.95930 4.00003
C: -2.69173 -4.21831 2.82402
F: -2.96542 -5.54363 2.76707
F: -3.87613 -3.53673 2.84949
C: -1.82932 -3.71228 1.62127
O: -1.59945 -2.32502 1.79466
C: -0.42037 -4.34846 1.54936
F: -0.44530 -5.65519 1.15689
F: 0.34869 -3.66284 0.66474
F: 0.20261 -4.29889 2.74660
C: -2.52690 -3.97614 0.26386
F: -2.86042 -5.27780 0.08849
F: -3.65593 -3.22410 0.16529
F: -1.72455 -3.60331 -0.76979

Cartesian forces (eV/Å) of the 6 atoms listed first:
C -0.111 0.763 -0.731
N -0.339 0.328 0.353
N -0.117 -0.288 -0.218
C 0.910 0.367 1.311
C 0.220 -0.817 0.856
B 0.485 -0.476 -0.593

Calculated values
* calculated total energy: -3018.46146 Eh
* Kohn-Sham gap (spin up / spin down): 0.2054 / 0.1515 Ha
* charge: +4
* <S²>: 3.79
* spin multiplicity: 4

---

[2]
Molecular formula: C5H12O2
Method: DFT, ωB97M-V with the def2-TZVPD basis set

Element x y z (Å)
C: 1.58465 -0.36748 1.16792
C: 1.32300 -0.94159 -0.18714
C: 1.97309 -0.50100 -1.28120
O: 2.22546 -1.27047 -2.38727
H: 2.59577 0.01077 1.30865
H: 1.27222 -1.03803 1.96797
H: 0.97582 0.53333 1.25384
H: 0.70825 -1.82999 -0.28093
H: 2.72910 0.26892 -1.20183
H: 1.54849 -1.95444 -2.46100
C: -1.67805 1.05904 1.42352
O: -1.16286 0.38601 0.29766
C: -1.98990 0.46050 -1.03625
H: -2.11338 2.03467 1.17440
H: -2.47612 0.48921 1.91671
H: -0.88017 1.21619 2.15137
H: -1.62735 -0.26722 -1.75525
H: -2.99627 0.21524 -0.68914
H: -2.01178 1.49634 -1.38205

Cartesian forces (eV/Å) of the 6 atoms listed first:
C -0.935 1.127 -0.100
C 1.066 0.203 -1.138
C 0.889 -1.560 1.831
O -0.831 0.372 -0.916
H 0.235 -0.522 -0.020
H 0.253 -0.018 -0.050

Calculated values
* calculated total energy: -348.08942 Eh
* SMILES string: C/C=C/O.COC
* Kohn-Sham gap: 0.3304 Ha
* ΔE to the lowest compared entry with this formula, charge and spin: 72.41 kcal/mol

---

[3]
Molecular formula: C3H7NOS2
Method: DFT, ωB97M-V with the def2-TZVPD basis set

Element x y z (Å)
C: 0.38903 -0.20687 -0.75504
C: -0.64132 1.57541 0.41270
C: -0.08641 -0.61763 1.56735
N: -0.02697 0.26060 0.39510
O: 1.89122 -2.08276 -1.89409
S: -0.88158 -0.06201 -2.53875
S: 1.74103 -1.10517 -0.79469
H: 0.12735 2.20158 0.97502
H: -0.69646 1.74466 -0.58881
H: -1.64802 1.39002 0.82225
H: -0.05157 -1.64190 1.20232
H: 0.75869 -0.27646 2.17144
H: -0.92187 -0.34696 2.11457
H: 0.04686 -0.83253 -3.08939

Cartesian forces (eV/Å) of the 6 atoms listed first:
C -1.333 -0.622 -2.929
C 1.225 -1.476 3.181
C 2.045 1.156 -1.042
N -0.574 -0.563 -0.059
O -0.218 0.313 -0.319
S 1.598 -0.019 2.617

Calculated values
* calculated total energy: -1044.75597 Eh
* Kohn-Sham gap (spin up / spin down): 0.2994 / 0.2995 Ha
* ΔE to the lowest compared entry with this formula, charge and spin: 91.88 kcal/mol

---

[4]
Molecular formula: C31H25B3Cl8F8O4
Method: DFT, ωB97M-V with the def2-TZVPD basis set

Element x y z (Å)
F: -3.03402 4.39959 -4.47097
C: -2.21979 3.36222 -4.20262
F: -0.94516 3.78331 -4.18576
C: -2.60541 2.67886 -2.88229
F: -3.91745 2.34922 -3.02015
F: -1.90919 1.52871 -2.78411
C: -2.48161 3.52342 -1.59159
F: -3.44355 3.12892 -0.70993
F: -2.71526 4.83035 -1.85806
C: -1.13223 3.40916 -0.84432
F: -1.16018 4.39599 0.10124
F: -0.10116 3.69235 -1.66129
C: -0.91600 2.06073 -0.11101
O: 0.14411 1.35399 -0.72239
C: 1.27575 1.20346 0.12004
C: 2.38804 0.49922 -0.64530
B: 2.39106 0.85926 -2.16834
O: 3.17052 1.90540 -2.65766
B: 2.44594 2.70490 -3.51279
O: 1.51921 2.16475 -4.38365
B: 1.02143 0.92480 -4.03634
O: 1.62950 0.14861 -3.08172
H: -2.33256 2.61755 -4.99197
H: -1.78830 1.42660 -0.23253
H: -0.68407 2.23119 0.93414
H: 1.64650 2.16060 0.49113
H: 0.99609 0.57761 0.97069
H: 3.35083 0.74727 -0.20285
H: 2.27222 -0.58214 -0.53245
H: 2.59186 3.88438 -3.49771
H: 0.04726 0.50878 -4.57770
Cl: 2.83144 -2.69524 -0.07250
C: 2.68681 -2.80801 1.64541
C: 3.83048 -2.69167 2.42175
C: 3.74395 -2.76975 3.80101
C: 2.51117 -2.96464 4.40806
C: 1.36990 -3.08393 3.63378
C: 1.45463 -3.00614 2.25150
Cl: 0.00730 -3.15958 1.31770
H: 4.78853 -2.54081 1.94457
H: 4.63949 -2.68093 4.40135
H: 2.43763 -3.02623 5.48536
H: 0.40874 -3.23820 4.10334
Cl: 2.76935 -5.71272 7.19058
C: 4.31493 -5.00994 7.51614
C: 4.47023 -4.26652 8.67779
C: 5.69273 -3.69225 8.97951
C: 6.76814 -3.86104 8.11883
C: 6.61500 -4.60013 6.95869
C: 5.38933 -5.17521 6.65246
Cl: 5.25087 -6.08342 5.18914
H: 3.63089 -4.13894 9.34659
H: 5.80615 -3.11424 9.88620
H: 7.72648 -3.41746 8.35113
H: 7.45014 -4.73293 6.28562
Cl: -8.66911 3.36707 3.03283
C: -8.08932 4.08363 1.56993
C: -6.81437 3.75891 1.12969
C: -6.32003 4.30930 -0.04020
C: -7.10353 5.18851 -0.77551
C: -8.37472 5.51604 -0.33652
C: -8.86996 4.96593 0.83691
Cl: -10.46071 5.40578 1.35195
H: -6.20867 3.07301 1.70507
H: -5.32856 4.05367 -0.37744
H: -6.72336 5.61943 -1.69173
H: -8.98661 6.20139 -0.90564
Cl: 2.56175 -4.34277 -5.25139
C: 1.10008 -3.55636 -5.73321
C: 0.90739 -3.27608 -7.07836
C: -0.25365 -2.65103 -7.49909
C: -1.22817 -2.30411 -6.57344
C: -1.03593 -2.58044 -5.23093
C: 0.12775 -3.20612 -4.80719
Cl: 0.32973 -3.52405 -3.12300
H: 1.66832 -3.54843 -7.79582
H: -0.39786 -2.43489 -8.54874
H: -2.13815 -1.81780 -6.89740
H: -1.79096 -2.30972 -4.50650

Cartesian forces (eV/Å) of the 6 atoms listed first:
F -0.014 0.079 0.142
C 0.137 -0.315 -0.431
F -0.021 0.164 0.145
C -0.807 0.311 -0.247
F 0.164 -0.004 0.010
F 0.141 0.144 0.200

Calculated values
* calculated total energy: -6052.55655 Eh
* SMILES string: FC(F)C(F)(F)C(F)(F)C(F)(F)COCCB1OBOBO1.Clc1ccccc1Cl.Clc1ccccc1Cl.Clc1ccccc1Cl.Clc1ccccc1Cl
* Kohn-Sham gap: 0.3538 Ha

---

[5]
Molecular formula: C11H14ClCoN2O6V
Method: DFT, ωB97M-V with the def2-TZVPD basis set

Element x y z (Å)
V: -0.48844 0.40385 -0.85914
Cl: 0.11057 0.47140 -3.05039
C: -2.00952 -1.10836 -1.11051
H: -1.75957 -1.91727 -0.40332
H: -1.99397 -1.40864 -2.16572
H: -2.93736 -0.57353 -0.83885
Co: 0.49721 -0.17062 -5.18222
C: -1.35309 0.53831 -5.73604
C: 2.15096 1.07130 -5.15954
C: 0.88704 -1.45024 -6.30967
H: 2.82434 0.71207 -4.35374
H: 2.69906 1.06167 -6.12143
H: 1.83616 2.11066 -4.92823
H: -2.11310 -0.06388 -5.19745
H: -1.45558 1.60238 -5.43694
H: -1.52686 0.44635 -6.82632
H: 0.10771 -2.06494 -6.83822
H: 1.93919 -1.79128 -6.51361
O: -0.95922 1.38507 0.88082
C: -0.05049 0.62175 1.40673
O: 0.78578 0.00432 0.62879
C: 0.02354 0.37743 2.89914
C: 0.95007 -0.56366 3.39565
C: 1.01861 -0.82775 4.78862
C: 0.26051 -0.11356 5.72286
C: -0.62784 0.83561 5.20657
C: -0.75477 1.12327 3.80904
N: -1.43864 1.56133 6.14161
O: -1.31978 1.32233 7.36234
O: -2.21491 2.42849 5.69171
N: 1.91153 -1.85300 5.24852
O: 2.59232 -2.47861 4.40983
O: 1.98410 -2.07017 6.47511
H: 1.57992 -1.14900 2.71362
H: 0.31999 -0.34139 6.79417
H: -1.47547 1.86830 3.45622

Cartesian forces (eV/Å) of the 6 atoms listed first:
V -0.834 -0.855 0.185
Cl -0.074 0.565 1.292
C 0.862 1.108 0.529
H -0.299 0.238 -0.390
H -0.072 -0.061 0.423
H 0.267 -0.441 -0.115

Calculated values
* calculated total energy: -3775.17253 Eh
* Kohn-Sham gap (spin up / spin down): 0.1339 / 0.3014 Ha
* charge: -1
* <S²>: 12.14
* spin multiplicity: 7
* ΔE to the lowest compared entry with this formula, charge and spin: 17.72 kcal/mol

---

[6]
Molecular formula: C5H10
Method: DFT, ωB97M-V with the def2-TZVPD basis set

Element x y z (Å)
C: -2.39845 0.39234 -0.06281
C: -1.27180 -0.66382 -0.00969
C: 0.07973 0.10760 0.01694
C: 1.23336 -0.45367 0.00893
C: 2.59455 0.22855 -0.00457
H: -3.41647 -0.21556 0.14089
H: -2.29830 1.13116 0.99051
H: -2.44055 0.83562 -0.99903
H: -1.18613 -1.33471 -0.77725
H: -1.33908 -1.07132 0.95327
H: 0.22762 1.05071 -0.03129
H: 1.44254 -1.33480 -0.06775
H: 3.36704 -0.14216 0.78740
H: 3.10379 -0.07947 -0.85298
H: 2.30214 1.54953 -0.09257

Cartesian forces (eV/Å) of the 6 atoms listed first:
C -1.915 -2.058 4.974
C 1.371 4.880 1.519
C -2.375 -5.703 -0.083
C 2.154 7.576 0.871
C -1.472 3.797 1.879
H 2.002 1.615 -0.646

Calculated values
* calculated total energy: -196.34688 Eh
* Kohn-Sham gap: 0.3870 Ha
* ΔE to the lowest compared entry with this formula, charge and spin: 101.35 kcal/mol